{
  "formula": "C23H20N4",
  "method": "wB97M-V/def2-TZVPD",
  "smiles": "CCn1ccc2c3c(Cn4ccnc4)cc(-c4ccccc4)nc3ccc21",
  "lumo_ev": 0.2,
  "e_tot_ha": -1107.37345,
  "orbital_gap_ev": 8.175,
  "species": ["C", "C", "N", "C", "C", "C", "C", "C", "C", "N", "C", "C", "N", "C", "C", "C", "C", "C", "C", "C", "C", "C", "N", "C", "C", "C", "C", "H", "H", "H", "H", "H", "H", "H", "H", "H", "H", "H", "H", "H", "H", "H", "H", "H", "H", "H", "H"],
  "positions_angstrom": [[-2.73618, 0.38997, 5.36698], [-3.22138, 1.37174, 4.23300], [-2.81898, 0.90158, 2.90348], [-3.58961, 0.00582, 2.20602], [-2.94657, -0.22019, 1.05675], [-1.77823, 0.50017, 0.90827], [-0.69466, 0.60626, -0.00148], [-0.52439, -0.11125, -1.17802], [-1.46709, -1.20075, -1.84368], [-1.05593, -2.57222, -1.39861], [-0.58785, -3.75122, -2.14214], [-0.58075, -4.81756, -1.35839], [-0.94221, -4.35304, -0.07012], [-1.07236, -2.99249, -0.08912], [0.60767, 0.03704, -1.91861], [1.66249, 0.91450, -1.54393], [2.95451, 1.07120, -2.28933], [3.08384, 0.79422, -3.58422], [4.38333, 0.95646, -4.22377], [5.52447, 1.18914, -3.51417], [5.46427, 1.44502, -2.17231], [4.16659, 1.39498, -1.64384], [1.48047, 1.54081, -0.39530], [0.37201, 1.49796, 0.35322], [0.32561, 2.20284, 1.54621], [-0.73960, 2.11466, 2.46968], [-1.84869, 1.29883, 2.07742], [-3.15205, -0.62440, 5.20946], [-3.03042, 0.76593, 6.39619], [-1.63625, 0.37982, 5.41500], [-4.38285, 1.45354, 4.19057], [-2.78157, 2.26579, 4.45663], [-4.54975, -0.32970, 2.45012], [-3.22220, -0.95416, 0.33278], [-2.54201, -0.98981, -1.66190], [-1.42819, -1.15492, -2.91724], [-0.32883, -3.84530, -3.22744], [-0.20713, -5.85069, -1.79536], [-1.26596, -2.25771, 0.69963], [0.81779, -0.46164, -2.82217], [2.28251, 0.53643, -4.21436], [4.53119, 0.74219, -5.23018], [6.34729, 1.25367, -4.14869], [6.37506, 1.71693, -1.59442], [4.29400, 1.55269, -0.56243], [1.20560, 2.89816, 1.90371], [-0.74700, 2.68870, 3.36609]]
}

{
  "formula": "C7H19N4P",
  "method": "wB97M-V/def2-TZVPD",
  "smiles": "CC(C)/N=N/PN(C)NC(C)C",
  "lumo_ev": 0.7,
  "e_tot_ha": -838.28851,
  "orbital_gap_ev": 8.955,
  "species": ["C", "C", "C", "N", "N", "P", "N", "C", "N", "C", "C", "C", "H", "H", "H", "H", "H", "H", "H", "H", "H", "H", "H", "H", "H", "H", "H", "H", "H", "H", "H"],
  "positions_angstrom": [[2.36811, 1.65316, 0.45333], [3.10490, 0.61892, -0.48497], [4.32662, -0.04787, 0.32817], [2.36995, -0.52637, -0.71349], [1.26882, -0.68825, -0.17621], [0.48325, -2.16027, -0.25833], [-1.06450, -1.71012, 0.28436], [-1.88812, -2.70537, 0.90848], [-2.00753, -0.71047, -0.83685], [-2.67505, 0.31114, -0.04773], [-3.19040, 1.41819, -1.11710], [-1.64329, 1.09576, 0.78580], [1.88619, 1.16105, 1.37354], [2.96823, 2.54441, 0.64527], [1.49500, 2.03939, -0.18702], [3.51600, 1.06842, -1.34833], [4.56476, -0.88731, -0.46606], [3.88218, -0.52434, 1.26323], [5.16532, 0.72518, 0.41800], [0.52654, -2.36780, -1.60599], [-2.28892, -2.18304, 1.77251], [-2.65346, -2.94717, 0.21816], [-1.28379, -3.58927, 1.19591], [-1.46553, -0.29556, -1.65226], [-3.49481, -0.12889, 0.50540], [-4.13307, 1.92949, -0.67395], [-2.39575, 2.21078, -1.29500], [-3.46724, 0.96540, -2.14384], [-1.44735, 0.42883, 1.62305], [-2.00449, 2.09678, 1.21008], [-0.82256, 1.20521, 0.02185]]
}

{
  "formula": "C4H6O4",
  "method": "wB97M-V/def2-TZVPD",
  "charge": -2,
  "lumo_ev": 6.6,
  "e_tot_ha": -457.01076,
  "orbital_gap_ev": 8.174,
  "species": ["C", "C", "O", "O", "H", "H", "H", "C", "C", "O", "O", "H", "H", "H"],
  "positions_angstrom": [[-1.24496, -0.39832, 2.15572], [-2.58061, -0.99617, 1.56990], [-3.64279, -0.47998, 1.98541], [-2.41297, -1.94972, 0.77984], [-0.43547, -1.06303, 1.84496], [-1.30896, -0.28324, 3.24033], [-0.97949, 0.56301, 1.70185], [2.15557, 0.50021, -1.38127], [1.24566, 0.87809, -2.58433], [0.66102, 1.97448, -2.46859], [1.27935, 0.10675, -3.56745], [3.06769, 1.10374, -1.43303], [2.50231, -0.53605, -1.44732], [1.69364, 0.58024, -0.39603]]
}

{
  "formula": "C27H32N4O4S3Yb",
  "method": "wB97M-V/def2-TZVPD",
  "charge": -1,
  "spin_multiplicity": 2,
  "lumo_ev": [2.5, 2.5],
  "e_tot_ha": -3921.42354,
  "orbital_gap_ev": [6.662, 6.661],
  "species": ["Yb", "C", "C", "C", "C", "C", "C", "C", "C", "C", "C", "H", "H", "H", "H", "H", "H", "H", "H", "H", "H", "H", "H", "H", "H", "H", "C", "S", "C", "S", "N", "N", "C", "C", "C", "C", "C", "C", "N", "H", "H", "H", "H", "H", "H", "H", "H", "C", "C", "C", "C", "C", "C", "C", "S", "O", "O", "N", "C", "C", "O", "O", "H", "H", "H", "H", "H", "H", "H", "H", "H"],
  "positions_angstrom": [[-1.11269, 0.29017, 0.61351], [-1.15403, 0.21932, 3.20690], [-1.07813, 1.61697, 2.98200], [-2.31652, 2.04094, 2.44449], [-3.14576, 0.90540, 2.28898], [-2.43265, -0.22689, 2.77054], [-3.02576, -1.56322, 3.11908], [-4.58477, 0.93640, 1.85572], [-2.72903, 3.47852, 2.29920], [0.04264, 2.54906, 3.34594], [-0.16205, -0.62933, 3.95449], [-2.26603, -2.34667, 3.12909], [-3.79655, -1.86634, 2.41175], [-3.47484, -1.52167, 4.11794], [-4.70845, 1.47613, 0.91413], [-5.20634, 1.43174, 2.60867], [-4.96543, -0.07452, 1.71311], [-2.27099, 3.96195, 1.43526], [-2.43747, 4.04146, 3.19036], [-3.81214, 3.55479, 2.19076], [0.28034, 3.21807, 2.51474], [0.94764, 1.99865, 3.60059], [-0.22583, 3.17244, 4.20497], [0.09126, -1.54286, 3.41158], [-0.56408, -0.91920, 4.93012], [0.76716, -0.08533, 4.12073], [-1.53601, 5.19664, -2.18530], [-0.35858, 3.97514, -2.81467], [-0.75605, 2.48575, -1.92280], [-1.97729, 2.48548, -0.69966], [-0.04211, 1.50421, -2.32867], [-0.16407, 0.29881, -1.64123], [0.22943, -0.69179, -2.38639], [0.45795, -2.03685, -2.06119], [0.90045, -2.93640, -3.04180], [1.40387, -4.17731, -2.75558], [1.65778, -4.45720, -1.38071], [1.21784, -3.64689, -0.40730], [0.22477, -2.58659, -0.69297], [-1.45276, 6.05844, -2.84638], [-1.28935, 5.47701, -1.16431], [-2.53933, 4.78423, -2.21930], [0.47548, -0.44532, -3.41876], [0.88255, -2.57751, -4.06388], [1.73153, -4.85287, -3.53176], [2.29685, -5.28617, -1.10359], [1.46212, -3.72569, 0.63935], [5.15632, 0.67818, -3.93342], [4.33417, 0.29009, -2.73338], [4.35470, -1.00932, -2.23497], [3.55832, -1.36883, -1.15986], [2.72327, -0.42236, -0.58929], [2.73866, 0.89245, -1.02961], [3.54033, 1.24281, -2.10039], [1.62395, -0.85367, 0.75170], [2.41513, -1.61838, 1.68253], [1.10477, 0.42917, 1.25385], [0.25729, -1.57378, 0.32098], [-1.14079, -3.25298, -0.62730], [-2.38112, -2.44588, -0.15624], [-3.28258, -3.15545, 0.26125], [-2.37851, -1.18040, -0.28069], [5.65606, -0.18738, -4.36694], [5.91440, 1.41494, -3.65993], [4.51929, 1.13150, -4.69456], [4.98750, -1.75423, -2.70286], [3.57942, -2.37464, -0.76587], [2.10872, 1.62152, -0.54241], [3.52265, 2.26221, -2.46635], [-1.05435, -4.09690, 0.05248], [-1.34217, -3.62985, -1.62641]]
}

{
  "formula": "C42H36InN5O4PS2",
  "method": "wB97M-V/def2-TZVPD",
  "charge": 1,
  "lumo_ev": -3.2,
  "e_tot_ha": -3524.66454,
  "orbital_gap_ev": 7.412,
  "species": ["In", "C", "C", "C", "C", "C", "C", "C", "C", "C", "C", "C", "C", "C", "C", "C", "N", "H", "H", "H", "H", "H", "H", "H", "H", "H", "H", "O", "C", "O", "C", "C", "C", "C", "C", "C", "N", "C", "C", "C", "C", "C", "C", "N", "H", "H", "H", "H", "H", "H", "H", "H", "H", "H", "C", "O", "C", "O", "N", "N", "H", "H", "H", "H", "H", "H", "S", "P", "S", "C", "C", "C", "C", "C", "C", "C", "C", "C", "C", "C", "C", "H", "H", "H", "H", "H", "H", "H", "H", "H", "H"],
  "positions_angstrom": [[1.47714, -0.54182, -0.41585], [5.89499, -0.33626, 0.00885], [6.21141, 0.90947, -0.51264], [5.20607, 1.72210, -1.01237], [3.87919, 1.28923, -1.00002], [3.55048, 0.03192, -0.48290], [4.57246, -0.76514, 0.02246], [2.80850, 2.15317, -1.57186], [2.93497, 3.56720, -1.58496], [1.94310, 4.32072, -2.13283], [0.82366, 3.68928, -2.72270], [-0.22208, 4.40470, -3.35057], [-1.26443, 3.73638, -3.92557], [-1.29496, 2.32493, -3.90990], [-0.30234, 1.61046, -3.30140], [0.77306, 2.27978, -2.67541], [1.74486, 1.54518, -2.05597], [6.67559, -0.97326, 0.40515], [7.23901, 1.24729, -0.53568], [5.46812, 2.68218, -1.43923], [4.34323, -1.73691, 0.44672], [3.79964, 4.03456, -1.13656], [2.00384, 5.40266, -2.13148], [-0.17442, 5.48678, -3.37607], [-2.06322, 4.28349, -4.40776], [-2.11511, 1.80601, -4.38854], [-0.31765, 0.52896, -3.29050], [-4.68015, -4.87781, 2.85462], [-3.58605, -4.20833, 3.27738], [-3.51336, -3.82013, 4.40769], [-2.51041, -3.97140, 2.26361], [-2.80152, -3.77419, 0.91889], [-1.79108, -3.43697, 0.03756], [-0.48299, -3.31461, 0.49683], [-0.18110, -3.52840, 1.83502], [-1.20103, -3.84804, 2.71370], [0.52267, -2.88331, -0.42165], [0.62147, -3.52591, -1.50993], [1.46865, -3.02119, -2.60436], [1.79513, -3.81506, -3.68919], [2.59586, -3.27659, -4.68684], [3.03320, -1.97054, -4.56135], [2.65106, -1.24105, -3.44352], [1.87799, -1.75310, -2.49304], [-4.54286, -5.22567, 1.96559], [-3.82477, -3.79271, 0.56105], [-2.02113, -3.19265, -0.99153], [0.83418, -3.41267, 2.18070], [-0.99955, -3.98236, 3.76781], [0.06254, -4.44628, -1.68214], [1.43442, -4.83354, -3.74342], [2.87323, -3.87090, -5.54689], [3.65791, -1.51143, -5.31403], [2.96265, -0.21474, -3.29928], [2.45251, -0.54435, 5.00202], [2.32093, -1.28714, 3.78154], [2.08501, -0.67027, 2.63891], [1.86783, -1.36456, 1.64879], [2.16570, 0.68461, 2.61583], [1.62900, 1.34049, 1.49844], [2.59113, -1.28860, 5.77792], [1.53990, 0.01907, 5.20366], [3.32553, 0.10817, 4.96734], [2.08391, 1.16566, 3.49774], [2.26463, 2.07663, 1.21250], [0.71251, 1.71216, 1.74483], [-0.95247, 0.01646, 2.95297], [-1.80523, 0.47925, 1.24904], [-0.95332, -0.09739, -0.55647], [-3.47974, -0.21144, 1.14874], [-4.22657, -0.07896, -0.02105], [-5.50532, -0.60733, -0.08608], [-6.04583, -1.26047, 1.01696], [-5.30788, -1.38317, 2.18445], [-4.02230, -0.86072, 2.25119], [-2.02214, 2.27917, 1.11826], [-1.45931, 3.04306, 0.10325], [-1.62800, 4.42319, 0.09891], [-2.36582, 5.03700, 1.09754], [-2.93808, 4.27301, 2.10947], [-2.76378, 2.90084, 2.12471], [-3.80916, 0.43480, -0.87940], [-6.08594, -0.50372, -0.99355], [-7.04765, -1.66733, 0.96587], [-5.72452, -1.89120, 3.04488], [-3.43499, -0.96945, 3.15434], [-0.90308, 2.55999, -0.69078], [-1.18926, 5.01110, -0.69736], [-2.50242, 6.11054, 1.08950], [-3.51903, 4.74979, 2.88784], [-3.19680, 2.30764, 2.92154]]
}